Entry 1:
Entry from the OMol25 dataset: 7 unconnected molecules or ions with the total composition C36H44F4O6S3 (the ωB97M-V functional and the def2-TZVPD basis).

Values from the calculation:
**Lowest unoccupied orbital energy**: 0.3 eV
**SMILES**: O=S1(=O)CCCC1.O=S1(=O)CCCC1.O=S1(=O)CCCC1.Fc1ccccc1.Fc1ccccc1.Fc1ccccc1.Fc1ccccc1
**Highest occupied orbital energy**: -9.25 eV
**Orbital gap**: 9.5693 eV

Geometry (Å):
S -1.2685 -4.3327 3.2052
S -3.7735 1.4253 0.1952
S 1.7525 -2.3137 -0.0018
F 2.5125 3.3533 -0.6108
F -0.7775 1.7443 7.3942
F 7.2925 0.3683 -4.6438
F -2.6925 -3.7637 -4.2728
O 3.0035 -2.6307 -0.7258
O -1.3375 -3.3787 2.1112
O -4.5355 0.3693 0.5952
O -0.1835 -4.2897 4.0602
O -3.1875 1.2633 -1.0458
O 1.1465 -3.2267 0.9072
C -2.4445 -6.4577 3.8772
C -2.3755 -2.5907 -4.8258
C -2.6025 -2.3067 -6.1958
C 0.4075 0.9333 5.4632
C 0.9855 1.2883 4.1852
C 6.2615 2.1883 -1.5298
C -2.3825 -1.0657 -6.7648
C 6.7455 2.0023 -2.8468
C -1.6915 -0.2427 -4.6198
C 5.7155 -0.1557 -1.4478
C 6.1635 -0.3787 -2.7658
C -2.6915 3.3663 1.6722
C -0.1715 2.0323 6.2722
C 1.4355 0.2443 -0.0148
C 1.9465 -0.8707 0.8682
C 5.8225 1.0193 -0.8498
C 0.4135 2.9803 -1.6448
C 0.1965 -0.3937 -0.7328
C 6.6865 0.7463 -3.4508
C 0.5575 -1.5787 -1.0848
C 1.8035 2.2073 -4.0298
C -0.0345 3.2833 5.7572
C 0.3955 2.4093 -3.9888
C 2.5575 2.4413 -2.8478
C -2.6705 -4.0177 4.2382
C -1.8745 -1.5587 -4.1018
C -1.6125 -5.9267 2.7492
C 0.5175 3.5673 4.5032
C -3.7855 3.8373 0.7202
C -1.8435 -0.0827 -5.9638
C -4.7185 2.9233 0.4362
C 1.7945 2.9083 -1.6818
C -0.2365 2.6893 -2.8738
C -2.6005 1.8313 1.4042
C -3.4425 -5.3917 4.2092
C 1.0765 2.6223 3.7152
H 1.4725 0.5703 3.6582
H -0.6685 -0.2997 -0.0548
H -0.2925 -2.3427 -1.1968
H -2.7915 3.4463 2.7662
H 6.2195 3.1973 -1.0808
H 1.2735 -0.8517 1.8412
H 0.0895 2.3013 -4.9908
H -1.6515 3.8803 1.5792
H -3.0345 -3.0977 -6.9338
H -1.6105 1.3663 1.1642
H 3.6125 2.0893 -3.0098
H -1.4995 0.8243 -6.4228
H 2.8355 -0.8147 0.9992
H 0.5595 4.6953 4.1872
H -0.3085 3.9793 6.3592
H -0.0485 0.2133 -1.5468
H -2.4725 -3.7047 5.1372
H 0.5665 -0.1807 5.6842
H -2.0085 -6.0187 1.6622
H -2.7895 -7.5227 3.7382
H -1.7125 -1.9977 -3.0858
H -3.1335 4.1423 -0.0078
H 5.4525 -1.0457 -0.9668
H -1.3875 0.7713 -4.0438
H 2.1245 0.5603 -1.0378
H 1.2035 1.1373 0.5642
H -2.7565 1.4673 2.3982
H -3.9175 -5.5087 5.2772
H 1.4935 2.7933 2.8672
H -1.3025 2.6863 -2.8188
H -2.5505 -0.9447 -7.8448
H -3.5095 -3.2737 3.8872
H -0.0645 3.2393 -0.7168
H -4.1685 4.8473 1.1532
H 7.1435 2.8833 -3.3368
H -5.3945 2.9203 1.1762
H -5.2435 3.2403 -0.5878
H -0.8015 -6.6317 2.4832
H 0.8895 -1.7297 -2.1358
H -4.2795 -5.4307 3.4952
H 6.2315 -1.3697 -3.1888
H 2.1815 1.7933 -4.9198
H -1.6825 -6.5927 4.5532
H 5.4805 1.2223 0.3232

=====

Entry 2:
Entry from the OMol25 dataset: a molecular structure, C36H44FeN2Si (the ωB97M-V functional and the def2-TZVPD basis).

Values from the calculation:
**Total charge**: +1
**Lowest unoccupied orbital energy (alpha / beta)**: -3.4 / -3.7 eV
**Highest occupied orbital energy (alpha / beta)**: -9.33 / -10.66 eV
**Spin multiplicity**: 6
**Orbital gap (alpha / beta)**: 5.8936 / 6.9555 eV

Geometry (Å):
Fe -0.1178 0.5209 -0.9439
Si -0.0625 -0.5934 -3.1192
N -1.4957 0.0558 0.5677
N 0.9798 -0.6343 0.3947
C 2.3043 -3.0720 4.7359
C 4.1727 -0.5030 -5.1313
C 0.4472 -0.7355 1.6547
C 2.9528 -1.7407 1.2309
C -2.5813 1.1955 5.4361
C 3.6769 0.6750 -4.5590
C -1.0613 -2.1106 -5.2890
C -4.1309 2.4980 3.9868
C -0.9135 -0.2383 1.7720
C 3.4473 -1.6941 -5.0055
C 2.2370 -1.7077 -4.3085
C 1.1664 -1.2590 2.7386
C -2.7042 2.4268 -5.6003
C 1.3509 2.2668 -0.8200
C -3.4959 0.6769 1.7365
C 2.4420 0.6704 -3.8965
C 2.2311 -1.1238 0.2091
C 3.9977 -1.2632 4.4001
C 2.4344 -1.8202 2.5328
C -0.6213 1.2121 -5.3166
C -2.4229 0.9338 -3.7062
C 4.2500 -3.4472 3.2209
C -0.5677 2.7267 0.3681
C -0.9119 2.7582 -1.0191
C 0.8047 2.3699 0.4920
C -1.5634 0.0397 2.9844
C -2.7960 0.4399 0.5575
C -3.2038 1.8383 -4.4320
C -4.6957 0.1384 4.5988
C 3.2360 -2.4066 3.7118
C -3.5465 1.0992 4.2476
C 0.2942 2.5241 -1.7670
C -1.1218 0.6188 -4.1430
C -1.4234 2.0932 -6.0537
C -2.8446 0.5934 2.9784
C 1.6867 -0.5147 -3.8126
H -3.3379 3.1998 3.6954
H 3.3067 -0.4934 4.7652
H -5.4209 0.0702 3.7750
H -1.2344 2.9709 1.1866
H -5.2170 0.4946 5.4981
H -1.7367 1.8520 5.1883
H 3.9369 -2.1368 0.9856
H -1.0190 2.5286 -6.9704
H 4.2510 1.6033 -4.6274
H 3.8242 -2.6186 -5.4444
H -4.6017 2.8802 4.9011
H 1.6777 -3.8290 4.2486
H -1.8812 3.0316 -1.4543
H 2.6362 -1.0518 -0.7991
H 4.5592 -1.6606 5.2546
H 0.6792 -1.2468 3.7158
H 1.6897 -2.6434 -4.1741
H 0.3925 2.6610 -2.8439
H 5.0236 -2.9951 2.5904
H 1.3631 2.3142 1.4248
H -3.1099 1.6181 6.3009
H -2.2125 0.2015 5.7133
H -0.7265 -3.0687 -4.8550
H -4.5373 0.9975 1.6794
H -2.8320 0.4834 -2.7943
H -0.9870 -0.1307 3.8900
H 2.0734 1.6069 -3.4692
H -4.2013 2.0968 -4.0716
H -4.8921 2.4888 3.1971
H -0.5699 -1.9530 -2.7682
H -3.2767 0.5563 -0.4216
H 3.7461 -4.2483 2.6668
H 4.7443 -3.9013 4.0873
H 2.9098 -3.5737 5.4995
H -3.3100 3.1381 -6.1669
H 2.3998 2.1094 -1.0681
H -1.8262 -1.6686 -4.6364
H 5.1204 -0.4937 -5.6751
H 1.6696 -2.3337 5.2393
H 4.7038 -0.7895 3.7071
H -0.1701 -1.4879 -5.4740
H -1.5393 -2.2133 -6.2751
H 0.3991 0.9917 -5.6565
H -4.2965 -0.8647 4.8032